(1)
Molecular formula: C48H128O16
Method: DFT, ωB97M-V with the def2-TZVPD basis set

Values from the calculation:
E = -3109.24151 hartree
Energy relative to the best compared isomer or geometry (same formula, charge and spin) = 701.3 kJ/mol
Highest occupied orbital energy = -9.5 eV
LUMO energy = 0.2133 eV
Gap between HOMO and LUMO = 9.7489 eV
Maximum force = 0.092 Eh/bohr

Cartesian coordinates (Å):
C 1.814 4.173 2.402
C 2.248 5.257 1.500
C 2.565 6.524 2.312
O 3.465 4.920 0.928
H 1.241 3.466 1.802
H 1.032 4.581 3.042
H 2.585 3.703 3.013
H 1.577 5.525 0.685
H 1.679 7.102 2.576
H 3.233 7.267 1.876
H 3.011 6.253 3.269
H 3.567 5.454 0.137
C -5.579 -0.100 0.266
C -4.553 -0.875 1.127
C -5.294 -1.862 2.121
O -3.756 -1.705 0.390
H -5.929 0.825 0.725
H -6.514 -0.611 0.038
H -5.156 0.161 -0.705
H -3.895 -0.205 1.680
H -5.926 -1.376 2.864
H -4.681 -2.534 2.722
H -5.899 -2.495 1.472
H -3.015 -1.174 0.089
C 6.754 3.564 -2.501
C 5.521 3.887 -1.722
C 4.687 2.650 -1.342
O 5.766 4.549 -0.534
H 6.470 2.721 -3.132
H 7.615 3.352 -1.867
H 6.976 4.406 -3.156
H 4.857 4.544 -2.283
H 4.412 2.234 -2.311
H 3.731 2.894 -0.880
H 5.166 1.884 -0.732
H 5.003 4.438 0.038
C 5.082 -4.634 -5.204
C 3.820 -4.181 -4.361
C 3.440 -5.181 -3.330
O 4.172 -2.961 -3.809
H 6.046 -4.704 -4.702
H 5.191 -4.014 -6.094
H 4.857 -5.578 -5.701
H 2.916 -4.013 -4.947
H 3.056 -6.107 -3.758
H 2.517 -4.917 -2.814
H 4.243 -5.506 -2.668
H 4.545 -2.357 -4.455
C -3.968 -4.575 6.539
C -4.014 -3.977 5.132
C -2.681 -3.592 4.542
O -4.590 -4.889 4.197
H -3.593 -5.599 6.515
H -4.951 -4.545 7.010
H -3.335 -3.857 7.060
H -4.622 -3.072 5.124
H -2.227 -2.801 5.139
H -2.773 -3.241 3.514
H -1.910 -4.362 4.576
H -4.134 -4.711 3.371
C 4.384 -2.876 -0.298
C 4.364 -1.436 0.151
C 4.579 -1.413 1.668
O 5.393 -0.792 -0.478
H 3.602 -3.439 0.212
H 5.321 -3.384 -0.069
H 4.154 -2.975 -1.359
H 3.434 -0.920 -0.086
H 5.620 -1.577 1.949
H 3.986 -2.168 2.184
H 4.202 -0.455 2.025
H 5.175 -0.797 -1.413
C -0.128 -1.542 -0.327
C -0.102 -0.093 0.254
C 0.744 0.837 -0.527
O -1.440 0.265 0.281
H -0.582 -1.639 -1.313
H -0.713 -2.138 0.374
H 0.833 -2.042 -0.211
H 0.369 -0.183 1.233
H 0.403 0.981 -1.552
H 1.712 0.403 -0.776
H 0.860 1.844 -0.127
H -1.414 1.137 0.682
C 0.010 -0.072 5.945
C -0.551 -0.443 7.279
C -1.646 0.452 7.821
O -1.024 -1.759 7.149
H -0.709 0.008 5.131
H 0.659 -0.900 5.657
H 0.713 0.761 5.940
H 0.316 -0.411 7.939
H -1.336 1.489 7.687
H -1.822 0.097 8.836
H -2.624 0.327 7.357
H -0.349 -2.360 6.825
C -3.534 1.024 4.790
C -4.755 1.579 4.114
C -5.749 2.000 5.243
O -4.382 2.708 3.327
H -2.854 0.473 4.142
H -3.675 0.346 5.631
H -2.925 1.817 5.226
H -5.354 0.836 3.588
H -6.729 2.285 4.860
H -5.325 2.836 5.800
H -5.830 1.219 5.999
H -4.222 3.432 3.937
C -2.164 -0.234 -3.726
C -2.877 -0.985 -4.817
C -3.998 -1.820 -4.235
O -3.409 -0.113 -5.844
H -2.721 0.566 -3.238
H -1.241 0.257 -4.034
H -1.927 -0.883 -2.883
H -2.195 -1.624 -5.378
H -4.226 -2.598 -4.964
H -4.899 -1.269 -3.964
H -3.675 -2.351 -3.340
H -2.628 0.324 -6.193
C -1.587 -6.113 -4.529
C -1.520 -5.403 -5.853
C -0.405 -4.366 -5.884
O -1.652 -6.150 -7.059
H -0.712 -6.757 -4.439
H -2.524 -6.663 -4.605
H -1.786 -5.425 -3.707
H -2.488 -4.902 -5.852
H -0.388 -3.941 -4.880
H -0.673 -3.516 -6.511
H 0.579 -4.715 -6.199
H -2.309 -6.842 -6.960
C -0.693 6.082 -2.200
C -1.686 7.288 -2.243
C -1.113 8.553 -2.702
O -2.734 6.899 -3.134
H 0.110 6.372 -1.522
H -0.329 5.864 -3.204
H -1.177 5.259 -1.673
H -2.244 7.381 -1.311
H -0.338 8.445 -3.461
H -0.497 8.861 -1.857
H -1.852 9.257 -3.083
H -3.566 7.349 -2.974
C -3.126 3.345 -0.361
C -2.139 3.730 0.747
C -2.413 5.095 1.376
O -2.152 2.728 1.801
H -3.030 4.043 -1.193
H -4.162 3.355 -0.022
H -2.943 2.360 -0.790
H -1.111 3.756 0.385
H -3.155 4.922 2.156
H -2.863 5.773 0.651
H -1.540 5.507 1.883
H -3.034 2.593 2.156
C 1.611 0.193 -4.953
C 2.365 0.131 -6.278
C 2.071 -1.229 -6.934
O 1.965 1.109 -7.179
H 1.745 1.143 -4.435
H 1.975 -0.501 -4.196
H 0.578 -0.006 -5.237
H 3.423 0.278 -6.063
H 1.034 -1.292 -7.262
H 2.339 -2.037 -6.253
H 2.563 -1.347 -7.899
H 2.406 0.939 -8.014
C 5.704 2.209 2.142
C 6.490 2.137 3.517
C 5.924 1.271 4.475
O 7.684 1.472 3.101
H 4.671 2.349 2.461
H 5.961 1.412 1.444
H 5.853 3.140 1.595
H 6.679 3.095 3.999
H 6.684 1.165 5.249
H 5.653 0.297 4.068
H 5.052 1.648 5.010
H 7.416 0.724 2.563
C -2.153 -6.101 1.223
C -2.641 -4.733 0.848
C -2.615 -4.700 -0.686
O -3.985 -4.402 1.200
H -2.722 -6.492 2.067
H -1.069 -6.124 1.340
H -2.382 -6.799 0.418
H -2.058 -3.974 1.368
H -1.724 -5.182 -1.086
H -2.611 -3.650 -0.979
H -3.477 -5.191 -1.137
H -4.123 -3.604 0.683



(2)
Molecular formula: C43H49AsBr2ClN8O7PRbS
Method: DFT, ωB97M-V with the def2-TZVPD basis set

Values from the calculation:
E = -11240.10588 hartree
Energy relative to the best compared isomer or geometry (same formula, charge and spin) = 59.3 kJ/mol
Net charge = -1
Highest occupied orbital energy = -4.8 eV
LUMO energy = 1.9420 eV
Gap between HOMO and LUMO = 6.7413 eV
Maximum force = 0.024 Eh/bohr

Cartesian coordinates (Å):
Rb 0.043 1.332 -0.493
C -2.695 -1.633 -2.701
C -1.335 -1.190 -3.285
N -0.250 -1.301 -2.351
C 0.505 -2.518 -2.276
C -0.250 -3.714 -1.701
S -0.920 -3.497 -0.022
C -2.717 -3.539 -0.297
C -3.431 -2.187 -0.396
N -2.833 -1.271 -1.320
H -3.488 -1.231 -3.353
H -2.790 -2.717 -2.771
H -1.158 -1.744 -4.224
H -1.408 -0.135 -3.566
H 0.361 -0.499 -2.373
H 0.877 -2.842 -3.269
H 1.385 -2.311 -1.665
H -1.072 -4.008 -2.355
H 0.437 -4.561 -1.668
H -2.904 -4.161 -1.174
H -3.145 -4.087 0.545
H -4.493 -2.420 -0.617
H -3.415 -1.711 0.586
H -2.973 -0.298 -1.106
O -2.850 3.136 2.286
Cl -1.892 2.598 1.370
O -0.896 1.836 2.082
O -1.238 3.638 0.638
O -2.546 1.717 0.428
N 2.148 0.280 2.432
N 3.409 0.527 1.868
C 3.611 1.362 0.819
N 4.809 1.249 0.222
N 2.613 2.200 0.542
N 2.675 2.970 -0.571
O 1.615 3.447 -0.930
O 3.729 3.204 -1.175
H 1.439 0.565 1.769
H 2.020 0.877 3.243
H 4.021 -0.271 1.919
H 5.227 0.332 0.224
H 4.890 1.775 -0.639
C -1.399 2.864 -3.692
C -0.086 2.368 -4.232
C 0.339 2.700 -5.532
C 1.553 2.260 -5.982
C 2.378 1.487 -5.140
C 3.646 0.975 -5.496
Br 4.373 1.307 -7.229
C 4.372 0.223 -4.615
C 3.879 -0.029 -3.336
Br 4.885 -1.173 -2.189
C 2.641 0.444 -2.854
O 2.196 0.267 -1.685
C 1.875 1.213 -3.840
N 0.667 1.650 -3.428
H -2.002 3.321 -4.476
H -1.221 3.606 -2.910
H -1.970 2.050 -3.242
H -0.301 3.299 -6.167
H 1.893 2.502 -6.980
H 5.333 -0.181 -4.904
C -2.306 -2.847 3.101
C -2.716 -3.388 4.465
As -2.827 -5.357 4.357
C -3.025 -5.783 6.255
C -3.543 -4.873 7.172
C -3.732 -5.232 8.501
C -3.402 -6.509 8.931
C -2.886 -7.426 8.024
C -2.707 -7.066 6.698
C -0.887 -5.591 4.185
C -0.385 -5.811 2.903
C 0.982 -5.825 2.668
C 1.867 -5.650 3.723
C 1.378 -5.446 5.007
C 0.009 -5.403 5.234
P -1.807 -1.053 2.915
C -3.196 -0.230 3.792
C -4.244 0.270 3.026
C -5.358 0.835 3.635
C -5.427 0.920 5.015
C -4.374 0.448 5.792
C -3.269 -0.122 5.185
C -0.481 -0.917 4.185
C 0.429 -1.945 4.435
C 1.485 -1.763 5.317
C 1.654 -0.548 5.964
C 0.761 0.487 5.717
C -0.290 0.308 4.831
H -3.134 -2.988 2.400
H -1.475 -3.418 2.679
H -3.695 -2.996 4.740
H -1.997 -3.129 5.243
H -3.796 -3.868 6.856
H -4.133 -4.510 9.201
H -3.546 -6.789 9.967
H -2.626 -8.425 8.352
H -2.301 -7.787 5.997
H -1.067 -5.940 2.069
H 1.350 -5.963 1.660
H 2.935 -5.663 3.544
H 2.064 -5.300 5.832
H -0.362 -5.208 6.233
H -4.162 0.252 1.945
H -6.158 1.235 3.025
H -6.289 1.373 5.489
H -4.414 0.534 6.872
H -2.439 -0.468 5.791
H 0.329 -2.904 3.938
H 2.174 -2.580 5.495
H 2.477 -0.408 6.654
H 0.886 1.441 6.215
H -0.971 1.126 4.629



- Which value of gap between HOMO and LUMO does entry 1 give?
  9.7489 eV